1.
Below is a 2-piece molecular cluster, C3H2OS3 overall, with properties calculated with ωB97M-V/def2-TZVPD.

The value obtained for the frontier orbital gap (spin up / spin down) is 6.19 / 6.08 eV. For the relative energy (zero: lowest compared OMol25 entry of this formula, charge and spin), the calculation gives 82.9 kcal per mole. The value obtained for the LUMO energy (spin up / spin down) is -1.080 / -1.021 eV.

The geometry in XYZ format:
```
9
Properties=species:S:1:pos:R:3:forces:R:3:nbo_charge:R:1
C -0.80608 -0.45825 0.08188 -0.729 0.335 -0.045 -0.37
C -1.70269 0.57404 -0.06224 0.576 0.611 0.058 -0.30
C 0.52581 -0.11247 0.18972 2.097 0.192 -0.102 -0.32
O 3.64965 -0.92183 -0.09252 0.741 0.464 -0.016 -0.84
S -1.09391 2.17037 -0.10380 0.001 -0.444 0.020 0.25
S 0.89572 1.50818 0.11821 -0.980 -1.039 0.006 0.39
S 2.43003 -1.74528 -0.10002 -1.336 0.104 0.134 0.69
H -1.12893 -1.48485 0.11163 -0.107 -0.165 -0.007 0.24
H -2.76960 0.47008 -0.14284 -0.262 -0.058 -0.048 0.25
```
Positions in Å, forces in eV/Å.

2.
Below is a 6-piece molecular cluster, C41H92F6N5P overall, with properties calculated with ωB97M-V/def2-TZVPD.

The value obtained for the frontier orbital gap (spin up / spin down) is 2.36 / 11.11 eV. Its spin multiplicity is 2. The value obtained for the LUMO energy (spin up / spin down) is -5.360 / -5.463 eV. Its charge is +3.

The geometry in XYZ format:
```
145
Properties=species:S:1:pos:R:3:forces:R:3:mulliken_spin:R:1
P -4.33941 23.18886 -1.04952 -1.234 0.696 1.409 -0.43
F -3.63112 22.02976 -0.13195 -0.302 -0.087 -0.662 0.03
F -2.93324 23.42252 -1.77727 0.208 0.025 -0.883 0.03
F -4.83035 22.18055 -2.18778 0.321 -0.681 0.387 -0.03
F -5.10344 24.37998 -1.90150 0.521 -0.112 -0.054 0.00
F -5.70427 22.99521 -0.15971 0.117 -0.523 -0.771 -0.14
F -3.92268 24.29990 0.02255 0.582 0.651 0.645 -0.03
C -7.26918 27.03268 -5.50502 1.965 -0.483 1.043 0.01
C -6.21365 25.88647 -5.79634 -1.010 -0.817 0.682 0.00
C -4.94819 25.77448 -4.90701 -0.506 1.185 -0.893 -0.02
N -3.90013 24.75563 -5.40457 -0.008 1.766 -0.819 0.00
C -4.35347 23.39123 -5.10574 1.229 -0.663 -1.141 0.01
C -3.59061 24.95501 -6.95329 0.138 0.194 1.331 0.00
C -2.22983 24.29647 -7.13312 0.113 0.101 -0.166 0.00
C -1.45358 24.63074 -5.84811 -0.370 -0.490 -0.382 0.00
C -2.50350 25.01480 -4.81857 -0.833 0.349 -0.237 0.00
H -6.84949 28.03758 -5.45909 0.220 0.160 -1.273 0.00
H -7.52041 27.03541 -4.44437 -0.871 -0.913 0.027 0.00
H -8.09348 26.88825 -6.20343 -0.002 0.400 0.385 0.00
H -5.89542 25.95972 -6.83628 -0.147 -0.042 0.054 0.00
H -6.78241 24.96967 -5.64114 -0.140 -0.219 -0.529 0.00
H -5.10554 25.59345 -3.84373 -0.148 -0.189 -0.182 0.02
H -4.67180 26.81761 -5.06058 1.599 -0.124 0.453 -0.01
H -5.21939 23.24315 -5.75099 -0.211 -0.497 0.693 0.00
H -4.36013 23.10425 -4.05422 -0.828 0.734 -0.053 0.00
H -3.52323 22.79130 -5.47842 -0.241 -0.456 -0.355 0.00
H -4.39240 24.62420 -7.61344 0.049 -0.220 0.372 0.00
H -3.53259 26.04313 -6.98015 0.129 0.020 -0.420 0.00
H -2.32740 23.23143 -7.34355 0.026 0.036 0.109 0.00
H -1.64707 24.74146 -7.93963 -0.493 -0.137 -0.347 0.00
H -0.80592 23.81821 -5.51883 0.084 0.207 -0.116 0.00
H -0.89943 25.54093 -6.07742 0.468 -0.367 0.288 0.00
H -2.48295 24.47075 -3.87427 0.228 0.590 0.148 0.00
H -2.40406 26.10025 -4.81783 -0.469 -0.083 1.151 0.00
C -13.07260 23.68335 1.23251 -0.320 -0.133 -1.038 -0.01
C -11.77605 24.18489 0.62634 1.168 -0.505 -1.317 0.07
C -10.95439 22.97531 0.05527 0.844 1.831 -0.012 0.31
N -9.61141 23.37663 -0.67879 0.039 -0.523 -0.657 -1.52
C -8.59555 23.89663 0.33727 -1.845 0.619 -1.503 -0.16
C -9.80175 24.33292 -1.84158 1.458 -1.117 -1.169 0.18
C -8.50722 24.03798 -2.78621 -1.135 -0.338 2.152 -0.01
C -8.27541 22.53520 -2.58094 0.633 -0.400 -0.749 0.02
C -9.06371 22.07091 -1.36432 -0.606 1.545 0.151 0.05
H -12.88766 22.97381 2.03901 -0.147 0.689 0.542 -0.01
H -13.65853 23.08553 0.53438 0.216 -0.081 -0.461 0.00
H -13.72842 24.54093 1.38276 0.101 -0.192 0.961 0.00
H -11.22361 24.83205 1.30758 0.235 -0.582 0.501 0.02
H -11.88528 24.87017 -0.21424 -0.798 -0.034 -0.204 0.03
H -11.50168 22.45996 -0.73403 -0.203 -0.077 0.326 0.07
H -10.63351 22.32798 0.87142 0.020 -0.429 -0.097 0.11
H -7.68937 24.28566 -0.12706 0.108 -0.744 -0.171 -0.05
H -8.52285 23.04014 1.00752 0.514 0.346 0.792 1.02
H -9.13185 24.78535 0.66991 0.245 -0.173 1.045 0.05
H -9.90960 25.37995 -1.55840 -0.015 -0.239 0.274 0.00
H -10.69171 23.95322 -2.34348 -0.103 0.340 -0.142 0.02
H -7.61386 24.44095 -2.30912 -0.213 0.947 -0.372 0.08
H -8.62280 24.32756 -3.83067 -0.104 0.175 0.274 -0.02
H -7.20376 22.35185 -2.50311 -0.023 -0.013 0.352 -0.01
H -8.55337 21.97778 -3.47544 -0.384 -0.134 0.161 -0.01
H -8.54354 21.58786 -0.53717 0.065 -0.495 -0.342 0.34
H -9.92574 21.51886 -1.73879 -0.015 -0.137 0.575 -0.02
C -9.33292 18.36644 4.91108 -0.237 0.143 -0.944 -0.03
C -8.61827 19.23209 3.85381 0.895 0.444 0.660 0.13
C -7.08278 19.21544 4.09758 -0.363 1.073 -2.199 0.06
N -6.36241 20.35933 3.28984 -0.673 0.282 0.220 -1.23
C -6.79608 20.38357 1.77288 0.614 -2.444 2.058 0.23
C -4.84952 20.26301 3.58329 -1.452 -0.249 -1.314 0.14
C -4.31348 21.64583 3.21455 0.169 0.062 0.576 0.14
C -5.53925 22.56678 3.23026 -0.078 0.346 0.946 -0.19
C -6.68837 21.73145 3.83592 1.120 0.099 -0.190 0.43
H -8.72517 17.49521 5.15542 -0.490 -0.310 -0.141 0.00
H -10.30329 18.15692 4.46098 0.067 -0.784 0.213 -0.02
H -9.59542 18.86534 5.84398 0.502 0.386 -0.077 0.01
H -9.03936 20.23428 3.93392 0.400 0.415 0.280 0.04
H -8.83078 19.04115 2.80191 -0.154 -0.897 0.185 0.08
H -6.51437 18.42485 3.60770 -0.734 -0.926 0.560 0.01
H -6.88724 19.25206 5.16927 0.437 0.456 -0.151 0.04
H -6.99585 19.34483 1.50979 0.428 -0.304 -0.039 0.12
H -5.97385 20.71252 1.13742 -0.466 0.786 0.113 0.06
H -7.82234 20.75001 1.79786 0.088 1.288 -0.597 0.53
H -4.41183 19.42495 3.04090 -0.160 -0.046 -0.132 0.09
H -4.89703 19.98985 4.63744 0.766 0.495 0.105 0.03
H -3.84134 21.83793 2.25108 0.184 -1.010 -0.106 -0.06
H -3.57084 21.86966 3.98038 -0.066 0.454 0.005 0.01
H -5.79040 22.89877 2.22288 -0.074 -0.125 0.012 0.19
H -5.25967 23.45555 3.79596 -0.564 0.065 0.160 -0.03
H -7.67748 22.07481 3.53280 -0.131 -0.204 -0.087 0.04
H -6.64248 21.61041 4.91820 0.060 0.374 0.064 0.00
C -1.62748 27.18323 -1.54750 0.729 -1.171 -0.398 0.00
C -2.57308 28.11851 -0.85104 -0.612 -1.035 1.170 0.00
C -2.93252 27.45451 0.59488 0.363 2.919 -1.820 0.04
N -4.07755 28.22943 1.35801 1.638 -0.339 0.480 -0.04
C -3.76492 29.76099 1.48672 -1.354 -2.177 -0.605 0.00
C -5.46526 27.96307 0.71322 1.295 -0.026 1.412 0.04
C -5.97339 26.71636 1.43801 0.278 -0.449 -0.176 0.10
C -5.09102 26.51793 2.72632 0.240 -0.932 -0.006 0.04
C -4.15948 27.69957 2.84120 -1.909 1.440 -1.465 0.01
H -1.89718 26.12983 -1.47192 -0.424 -0.112 0.056 0.00
H -0.61807 27.20726 -1.13685 0.073 0.310 -0.022 0.00
H -1.56877 27.38238 -2.61754 0.130 0.265 0.052 0.00
H -3.44657 28.22374 -1.49450 -0.184 0.294 0.255 0.00
H -2.01159 29.04959 -0.77404 -0.616 0.279 0.354 0.00
H -1.99136 27.67254 1.09964 -0.306 -0.485 0.739 0.00
H -3.09909 26.39093 0.42417 -0.557 0.170 0.561 -0.01
H -4.67726 30.11928 1.96354 0.270 0.393 -0.011 0.00
H -3.73228 30.10041 0.45142 0.582 0.491 0.419 0.00
H -2.91679 29.87702 2.16149 0.132 0.193 -0.586 0.00
H -6.05739 28.83608 0.98770 -0.041 -0.031 -0.411 -0.01
H -5.34667 27.81918 -0.36072 -0.013 0.311 0.174 0.02
H -7.05175 26.82195 1.55672 0.088 0.110 0.753 -0.03
H -5.91027 25.85077 0.77856 0.432 -0.110 0.084 -0.05
H -5.67740 26.39007 3.63622 -0.091 0.204 -0.087 -0.02
H -4.44117 25.64346 2.69336 -0.428 -0.419 -0.534 0.02
H -4.75052 28.46406 3.34551 0.322 0.358 0.073 0.00
H -3.18387 27.66417 3.32599 -0.030 -0.473 -0.432 0.00
C 0.81907 22.74648 -2.36413 -1.733 -0.655 0.991 0.00
C 0.51664 21.28055 -2.00149 0.083 -1.065 0.652 0.00
C -0.37684 21.05291 -0.66192 1.314 0.681 -2.395 0.01
N -0.84393 19.61652 -0.46887 -0.750 0.275 0.640 -0.07
C 0.34139 18.60370 -0.21255 -0.609 1.260 -1.271 0.00
C 1.20947 19.05184 0.98912 -0.069 -1.256 -0.852 0.00
C 0.41984 18.88150 2.28280 0.844 1.187 -0.271 0.00
C -0.90557 19.66024 2.18030 0.062 -0.929 0.134 -0.02
C -1.69003 19.43149 0.88195 0.091 0.932 -1.233 0.04
C -1.73822 19.23498 -1.72789 1.562 0.294 0.935 0.02
H -0.20669 23.08300 -2.51469 -0.078 0.735 -0.316 0.00
H 1.31807 22.80254 -3.33158 0.435 0.210 0.485 0.00
H 1.16838 23.34851 -1.52530 0.720 -0.024 -0.389 0.00
H 1.39797 20.64543 -1.91215 0.293 0.222 0.027 0.00
H 0.03544 20.95026 -2.92206 -0.410 -0.499 0.315 0.00
H -1.20011 21.74604 -0.83483 -0.479 -0.437 0.716 0.01
H 0.27373 21.39785 0.14175 -0.494 -0.290 0.259 0.00
H 0.87029 18.59428 -1.16559 0.244 -0.164 0.180 0.00
H -0.25045 17.69087 -0.14497 0.649 -0.321 0.486 0.00
H 1.72274 19.97830 0.73159 -0.602 0.508 0.411 0.00
H 2.08277 18.41108 1.11097 -0.100 -0.498 -0.541 0.00
H 1.04656 19.28330 3.07896 -0.264 0.228 0.210 0.00
H 0.45178 17.81116 2.48645 -1.013 -0.052 -0.058 0.00
H -0.70637 20.70825 2.40412 -0.039 0.107 -0.422 0.01
H -1.59280 19.34214 2.96429 -0.079 -0.058 0.118 0.02
H -2.54177 20.10719 0.80405 0.164 0.278 -0.051 0.05
H -2.13587 18.43851 0.82432 0.453 -0.203 -0.075 -0.01
H -2.07268 18.20985 -1.56864 -0.311 0.322 -0.115 0.01
H -1.15090 19.32353 -2.64184 0.583 -0.595 0.397 0.00
H -2.48175 20.00103 -1.94794 -0.478 -0.205 1.060 0.01
```
Positions in Å, forces in eV/Å.

3.
Below is a 2-piece molecular cluster, C9H14O overall, with properties calculated with ωB97M-V/def2-TZVPD.

The value obtained for the frontier orbital gap is 9.01 eV. For the relative energy (zero: lowest compared OMol25 entry of this formula, charge and spin), the calculation gives 24.4 kcal per mole. The value obtained for the LUMO energy is 0.850 eV.

The geometry in XYZ format:
```
24
Properties=species:S:1:pos:R:3:forces:R:3:nbo_charge:R:1
C -0.38713 -2.74650 1.93793 -0.087 -0.155 1.781 -0.64
C -0.29969 -1.32658 1.48638 -0.042 -0.320 0.205 -0.04
C -1.05282 -0.35235 2.14276 -0.532 -0.025 -0.730 -0.21
C -0.89591 0.96281 1.76568 1.588 1.256 -0.837 -0.27
C 0.19400 1.34759 0.93369 -0.943 -1.363 0.557 0.30
O 0.33158 2.61141 0.48933 1.307 0.471 -0.167 -0.68
C 1.10850 0.38327 0.51993 -0.222 -0.235 -0.168 -0.26
C 0.74055 -0.95641 0.65383 0.355 0.478 0.433 -0.19
H 0.01981 -3.52242 1.28880 -0.240 0.215 -0.047 0.22
H -1.33086 -3.01592 2.42207 -0.508 -0.095 -1.028 0.22
H 0.16715 -2.74699 2.88649 0.753 -0.322 -0.310 0.22
H -1.83762 -0.66179 2.82849 0.138 0.150 -0.004 0.21
H -1.42254 1.84738 2.10053 -0.686 -0.436 0.467 0.20
H -0.44834 3.14438 0.57731 -0.665 0.122 0.339 0.48
H 2.09559 0.63370 0.14237 -0.395 0.206 -0.525 0.22
H 1.32339 -1.73563 0.17558 0.202 0.080 0.173 0.21
C 0.48156 0.06682 -3.07495 -0.275 1.465 -0.036 -0.61
C -0.12351 1.41770 -2.54760 0.304 -1.104 1.199 -0.62
H -0.28000 -0.65497 -3.37127 0.254 0.096 -0.394 0.20
H 1.12943 0.44726 -3.87500 -0.289 -0.849 -0.376 0.20
H 1.17184 -0.40788 -2.38138 -0.283 0.030 0.375 0.20
H -1.02937 1.36173 -1.90915 0.259 -0.344 -0.643 0.20
H -0.27712 2.12888 -3.35169 -0.060 0.048 -0.031 0.20
H 0.62150 1.77451 -1.84014 0.068 0.630 -0.234 0.22
```
Positions in Å, forces in eV/Å.